(1)
The following is a quantum chemistry calculation of a 2-piece molecular cluster, C3H10N2S overall in a non-equilibrium geometry, from OMol25.

The geometry in ORCA input format:
```
! wB97M-V def2-TZVPD RIJCOSX def2/J DEFGRID3
* xyz 0 1
C 1.01385 1.51989 -0.49727
C 1.97369 1.13980 0.56915
S 3.67276 2.03128 0.31369
H 0.99860 2.63041 -0.47001
H 0.08337 1.17168 -0.10261
H 1.18801 1.08613 -1.46573
H 2.22347 0.01282 0.50231
H 1.60688 1.41205 1.60058
N -2.59871 -0.92686 0.72552
C -2.47775 -1.78777 -0.40906
N -2.31237 -3.02467 -0.33426
H -2.97051 -1.39579 1.58475
H -2.13859 -0.06168 0.79990
H -2.50715 -1.41502 -1.46783
H -2.25414 -3.36404 -1.29470
H 4.49859 0.97179 -0.05442
*
```

Values from the calculation:
SMILES = [H]/N=C/N.CCS
Lowest unoccupied orbital energy = 0.027 Ha
Frontier orbital gap = 9.87 eV
E_HOMO = -9.1 eV

(2)
The following is a quantum chemistry calculation of a 2-piece molecular cluster, C5H11N2O overall in a non-equilibrium geometry, from OMol25.

The geometry in ORCA input format:
```
! wB97M-V def2-TZVPD RIJCOSX def2/J DEFGRID3
* xyz 1 1
C 0.14815 -0.28010 -0.45469
C 1.37240 -2.11273 0.63564
C -0.95805 1.62995 -0.74021
C -0.04007 1.48538 -1.84230
C -1.07388 0.43657 1.57403
N -0.59396 0.54390 0.21856
N 0.47935 0.10087 -1.63852
O -1.54010 -0.89071 1.78372
H 0.55863 -2.94296 0.42873
H 2.23455 -2.13515 0.08186
H -0.82628 2.57137 -0.13130
H -2.03761 1.48227 -1.07757
H -0.56659 1.71383 -2.84384
H 0.82036 2.22525 -1.72686
H -1.87149 1.20126 1.67864
H -0.34964 0.63758 2.36135
H 0.96807 -0.46226 -2.40200
H 1.40019 -1.59851 1.53096
H -0.87189 -1.50759 1.89825
*
```

Values from the calculation:
Lowest unoccupied orbital energy (alpha / beta) = -0.188 / -0.188 Ha
Frontier orbital gap (alpha / beta) = 8.68 / 8.68 eV
E_HOMO (alpha / beta) = -13.8 / -13.8 eV

(3)
The following is a quantum chemistry calculation of C26H29F6N2O7P2Zn as an isolated structure, from OMol25.

The geometry in ORCA input format:
```
! wB97M-V def2-TZVPD RIJCOSX def2/J DEFGRID3
* xyz -1 1
Zn 0.20143 0.93386 -0.13885
N 0.54299 5.80634 0.54970
C -0.23763 4.59317 0.17239
C -1.64067 5.00114 -0.27797
P -0.31743 3.55552 1.68875
O -1.81041 3.59198 2.25878
O 0.47950 4.40344 2.74632
O 0.14572 2.14836 1.55716
P 0.61427 3.76276 -1.25625
O 2.09104 3.57775 -0.65939
O 0.60420 4.74348 -2.35839
O -0.03764 2.39835 -1.43975
H 0.66704 5.26734 2.29215
H 0.17803 6.59483 0.02899
H 1.50320 5.68483 0.23706
H -2.15229 5.57720 0.49512
H -2.24042 4.12299 -0.51519
H -1.54583 5.59531 -1.18803
H -2.31189 2.82485 1.94339
H 2.27659 2.64487 -0.38239
C -0.89023 -2.33133 -3.57894
C -1.39663 -2.04876 -2.16268
C -2.83833 -2.55795 -2.04568
C -0.50581 -2.64227 -1.08187
C 0.05950 -3.89434 -1.28755
C 0.86784 -4.47885 -0.32820
C 1.11167 -3.80287 0.85128
C 0.56925 -2.54299 1.11091
C 0.97249 -1.93495 2.45482
C 2.27224 -1.13429 2.33843
C -0.07319 -1.12842 3.22453
C -0.24754 -1.95488 0.12651
N -0.83240 -0.66582 0.31088
C -2.11164 -0.65277 0.78409
C -2.77355 -1.76662 1.34718
C -4.06706 -1.69339 1.83737
C -4.79213 -0.51089 1.79844
C -4.18487 0.60621 1.23589
C -2.90223 0.50842 0.75593
F -2.35987 1.63007 0.18193
H -1.46067 -1.73593 -4.29518
H -1.03129 -3.38073 -3.85122
H 0.16343 -2.08669 -3.69592
H -1.40661 -0.96801 -2.01609
H -2.86361 -3.64421 -2.17632
H -3.45958 -2.11073 -2.82607
H -3.28319 -2.32311 -1.08116
H -0.12880 -4.41868 -2.21647
H 1.30558 -5.45491 -0.49989
H 1.74341 -4.25816 1.60700
H 1.20092 -2.80678 3.07782
H 2.12481 -0.20225 1.79555
H 3.04419 -1.70637 1.81771
H 2.64536 -0.88446 3.33523
H -0.24432 -0.15139 2.77668
H 0.29368 -0.96577 4.24161
H -1.02725 -1.65092 3.29255
H -2.24216 -2.70854 1.38956
H -4.51356 -2.58603 2.25938
H -5.80127 -0.45442 2.18235
H -4.70166 1.55421 1.14278
F 5.58407 -2.10717 -3.17532
C 4.75417 -1.35624 -2.43298
C 5.23929 -0.60875 -1.37514
F 6.54893 -0.64207 -1.09138
C 4.38679 0.16217 -0.60903
F 4.89788 0.86487 0.41164
C 3.00830 0.22460 -0.85787
O 2.20643 0.93934 -0.11436
C 2.56219 -0.53833 -1.94211
F 1.25292 -0.48868 -2.24576
C 3.40143 -1.31482 -2.71390
F 2.91294 -2.02272 -3.74053
*
```

Values from the calculation:
Lowest unoccupied orbital energy = 0.097 Ha
Frontier orbital gap = 7.69 eV
E_HOMO = -5.1 eV

(4)
The following is a quantum chemistry calculation of C3H5NO2 as an isolated structure in a non-equilibrium geometry, from OMol25.

The geometry in ORCA input format:
```
! wB97M-V def2-TZVPD RIJCOSX def2/J DEFGRID3
* xyz 0 1
C 1.51269 1.18977 0.35666
C 1.03849 -0.64694 -0.31189
O 0.88695 -0.09251 0.89659
O -0.13328 -0.86470 -0.91241
C -1.35162 -0.92791 -0.26707
N -2.36840 -1.07773 -0.98887
H 2.59840 1.08699 0.30032
H 1.14124 1.55097 -0.62317
H 1.15476 1.85074 1.12746
H -1.28791 -0.89487 0.82017
H -3.19133 -1.17382 -0.39779
*
```

Values from the calculation:
Lowest unoccupied orbital energy = 0.029 Ha
Frontier orbital gap = 9.87 eV
E_HOMO = -9.1 eV

(5)
The following is a quantum chemistry calculation of C15H8Cl4IrN3O10S4 as an isolated structure in a non-equilibrium geometry, from OMol25.

The geometry in ORCA input format:
```
! wB97M-V def2-TZVPD RIJCOSX def2/J DEFGRID3
* xyz -1 6
Ir 1.36226 1.06049 -0.26601
Cl -2.95207 -2.74674 -4.25464
C -1.87877 -1.53473 -3.68678
C -1.79596 -0.30793 -4.36477
Cl -2.78854 -0.03770 -5.73964
C -0.92921 0.67787 -3.92691
Cl -0.82520 2.19157 -4.74244
C -0.12229 0.48777 -2.78480
O 0.69530 1.35773 -2.35274
C -0.22966 -0.78078 -2.05525
O 0.45947 -0.92103 -1.00576
C -1.09540 -1.77246 -2.57149
Cl -1.17385 -3.27582 -1.74117
S 2.51636 5.93245 -0.52373
C 1.95190 4.36029 -0.75377
S 2.81589 2.98342 -0.24985
S 0.49270 4.45592 -1.57160
O 3.22378 -4.78391 4.05055
N 2.06526 -4.44160 3.87096
O 1.10108 -5.04768 4.30988
C 1.83422 -3.25520 3.12707
C 0.52620 -2.85250 2.85828
C 0.28422 -1.65493 2.21346
C 1.36203 -0.74287 1.92462
O 1.21744 0.49747 1.74345
C 2.67942 -1.35004 1.95519
C 2.91534 -2.53753 2.60690
N 3.73716 -0.68632 1.30607
O 3.48513 0.01744 0.30697
O 4.87758 -0.86285 1.70837
N -1.04033 -1.32649 1.84577
O -1.23863 -0.32920 1.15693
O -1.94530 -2.05846 2.21365
H -0.29469 -3.48864 3.15501
H 3.91797 -2.93464 2.68760
C -2.83018 2.17225 1.22113
S -1.86662 1.72003 -0.26703
C -2.64003 3.01074 -1.33122
O -0.53350 2.30589 0.04744
H -2.61067 3.20691 1.46017
H -2.49541 1.51424 2.01396
H -3.88394 2.02382 1.02421
H -3.69526 2.77933 -1.42917
H -2.16283 2.98773 -2.30422
H -2.49239 3.98671 -0.88465
*
```

Values from the calculation:
Lowest unoccupied orbital energy (alpha / beta) = 0.035 / 0.010 Ha
Frontier orbital gap (alpha / beta) = 5.30 / 5.83 eV
Expectation value of S² = 8.7942
E_HOMO (alpha / beta) = -4.4 / -5.5 eV

no.,DFT total energy (eV)
1,-17087.3941
2,-10380.4509
3,-128056.8865
4,-8773.0518
5,-136890.2334